Entry 1:
DFT (ωB97M-V with the def2-TZVPD basis set) results for an isolated ion of composition C9H15N2 and charge +1.

Each line ends with the natural charge from an NBO analysis.
CARTESIAN COORDINATES (ANGSTROEM)
1 C 1.27457 1.32439 -0.86575  -0.455
2 N 0.59988 0.45748 0.14918  -0.230
3 C 1.30107 0.61234 1.42662  -0.422
4 C 0.68943 -1.00319 -0.25836  -0.032
5 C -0.19958 -1.06706 -1.59904  -0.427
6 C -1.28091 -0.03840 -1.29820  -0.440
7 C -0.97173 0.51576 0.09827  0.077
8 C -1.39591 1.84922 0.53126  0.221
9 N -1.73217 2.84283 0.93502  -0.189
10 C -1.30763 -0.61591 1.08426  -0.423
11 C -0.20203 -1.62125 0.78488  -0.442
12 H 2.12295 0.76735 -1.27667  0.240
13 H 0.56177 1.73536 -1.73933  0.268
14 H 1.88130 2.19857 -0.33126  0.260
15 H 1.14492 1.61386 1.86591  0.260
16 H 0.98686 -0.24210 1.99107  0.228
17 H 2.36902 0.48680 1.21986  0.239
18 H 1.64371 -1.53472 -0.15765  0.268
19 H -0.56488 -2.03014 -1.94803  0.263
20 H 0.37785 -0.77766 -2.45790  0.234
21 H -1.41893 0.65728 -2.11912  0.255
22 H -2.29435 -0.39667 -1.23806  0.253
23 H -2.34894 -1.00888 0.81343  0.267
24 H -1.09887 -0.31451 2.13067  0.250
25 H 0.45900 -1.80624 1.67841  0.216
26 H -0.59641 -2.60453 0.58054  0.263

E_tot = -12547.9948 eV
SMILES = C[N+]1(C)[C@H]2CC[C@]1(C#N)CC2
net charge = +1
largest force on an atom = 3.5 eV Å⁻¹
HOMO energy = -15.3 eV
M = 151.23 Da

***

Entry 2:
DFT (ωB97M-V with the def2-TZVPD basis set) results for C15H10ClIN5OPbSe as an isolated structure.

Each line ends with the natural charge from an NBO analysis.
CARTESIAN COORDINATES (ANGSTROEM)
1 Pb 1.93958 -0.70081 -0.37091  1.203
2 N 0.28918 -1.88567 3.85796  -0.489
3 C 1.02427 -0.81972 4.32891  -0.079
4 C 1.51202 -0.19760 3.22562  -0.082
5 N 1.08231 -0.85621 2.09362  -0.528
6 C 0.35194 -1.87327 2.50929  0.321
7 C -0.22185 -2.87572 1.61441  0.288
8 N 0.11358 -2.94599 0.35031  -0.461
9 C -0.56933 -4.02363 -0.15975  -0.079
10 C -1.32240 -4.60168 0.81649  -0.077
11 N -1.09278 -3.85926 1.95108  -0.499
12 H -0.17155 -2.56824 4.43433  0.427
13 H 1.13453 -0.61544 5.37876  0.243
14 H 2.15646 0.66393 3.15700  0.248
15 H -0.47130 -4.31954 -1.19012  0.228
16 H -1.98277 -5.45039 0.81229  0.238
17 H -1.53329 -4.01586 2.84078  0.424
18 Cl -2.29844 4.35371 -3.70505  0.102
19 C -1.14807 3.12722 -3.41333  0.022
20 C -0.59090 2.46876 -4.49395  -0.265
21 C 0.35145 1.47228 -4.30795  -0.209
22 I 1.20175 0.52336 -5.91168  0.314
23 C 0.77877 1.08092 -2.97761  0.478
24 O 1.64710 0.22820 -2.77882  -0.571
25 C 0.12857 1.77377 -1.83991  0.087
26 N 0.47966 1.37722 -0.60508  -0.468
27 C -0.00650 2.02418 0.44082  0.092
28 C -0.89112 3.09666 0.31813  -0.229
29 C -1.29951 3.47693 -0.93452  -0.125
30 C -0.78788 2.80522 -2.05596  -0.051
31 H -0.89265 2.75111 -5.49291  0.260
32 H 0.31555 1.67284 1.41360  0.222
33 H -1.24322 3.60759 1.20254  0.245
34 H -1.99929 4.28997 -1.06798  0.248
35 Se 4.01612 0.81516 0.55957  -0.480

E_tot = -116427.0261 eV
net charge = +1
largest force on an atom = 0.3 eV Å⁻¹
HOMO energy (spin up / spin down) = -10.8 / -10.5 eV
M = 724.80 Da